1.
Molecular formula: C22H32N2O3S
Method: DFT, wB97M-V/def2-TZVPD

Computed properties:
M = 404.6 g mol⁻¹
Total energy = -43290.691 eV
SMILES string = CCCN(CCC)C[C@H](O)CN(c1ccccc1)S(=O)(=O)c1ccc(C)cc1
ΔE to the lowest compared entry with this formula, charge and spin = 3.173 eV
HOMO energy = -8.1089 eV

Atoms and positions in Å:
C -0.1169 0.8138 6.8044
C -0.0417 -0.0384 5.5439
C 0.7918 0.6613 4.4580
N 0.7930 0.0762 3.1347
C 1.6183 -1.0951 2.9370
C 1.0255 -2.4725 3.2783
C 2.0275 -3.5774 2.9670
C -0.4861 0.1008 2.4590
C -0.3420 0.3117 0.9315
O -1.3002 1.2309 0.4627
C -0.4482 -1.0234 0.1697
N -0.5200 -0.8820 -1.2676
C 0.6137 -0.8372 -2.0711
C 1.8707 -0.5262 -1.5514
C 2.9761 -0.4639 -2.3799
C 2.8569 -0.7018 -3.7373
C 1.6156 -1.0293 -4.2561
C 0.5059 -1.1055 -3.4364
S -2.0518 -0.7770 -1.9604
O -2.9552 -0.4821 -0.8768
O -2.3491 -1.9544 -2.7224
C -1.9420 0.6247 -3.0654
C -1.4005 1.8169 -2.6230
C -1.3315 2.8855 -3.4980
C -1.8018 2.7750 -4.8042
C -1.7129 3.9454 -5.7334
C -2.3521 1.5681 -5.2197
C -2.4229 0.4913 -4.3532
H 0.8806 1.0062 7.1941
H -0.5907 1.7698 6.5921
H -0.6947 0.3081 7.5746
H 0.4050 -1.0022 5.7919
H -1.0493 -0.2198 5.1655
H 1.8316 0.7223 4.7919
H 0.4225 1.6870 4.3498
H 1.9242 -1.1098 1.8842
H 2.5256 -0.9503 3.5298
H 0.1170 -2.6394 2.6974
H 0.7584 -2.5139 4.3342
H 2.9368 -3.4454 3.5496
H 1.6074 -4.5522 3.2035
H 2.2945 -3.5669 1.9121
H -1.1034 -0.7899 2.6535
H -1.0327 0.9696 2.8321
H 0.6262 0.7924 0.7523
H -2.1169 0.7467 0.2484
H -1.3797 -1.5127 0.4685
H 0.3851 -1.6817 0.4214
H 1.9934 -0.3274 -0.4994
H 3.9390 -0.2210 -1.9550
H 3.7216 -0.6437 -4.3805
H 1.5079 -1.2401 -5.3097
H -0.4422 -1.4087 -3.8448
H -1.0521 1.9060 -1.6059
H -0.9078 3.8211 -3.1643
H -0.6752 4.2531 -5.8533
H -2.2638 4.7920 -5.3266
H -2.1198 3.7019 -6.7109
H -2.7266 1.4681 -6.2277
H -2.8420 -0.4547 -4.6586

***

2.
Molecular formula: C5H9NO2
Method: DFT, wB97M-V/def2-TZVPD

Computed properties:
M = 115.1 g mol⁻¹
Total energy = -10907.457 eV
ΔE to the lowest compared entry with this formula, charge and spin = 9.119 eV
HOMO energy = -9.2763 eV

Atoms and positions in Å:
C 0.4639 -0.3806 -0.2391
C 0.1681 -1.5449 0.7333
C -1.0184 -1.0404 1.4158
C 0.2133 0.6841 0.6756
C 1.0966 1.0539 -0.4174
H -0.1779 -0.8589 -2.2611
H -1.2375 0.5442 -1.4198
H 0.0761 -2.6675 0.5557
H 1.0100 -1.4805 1.4174
H -0.9522 -0.9750 2.4702
H -1.8766 -1.7419 1.2106
H 0.9043 0.4081 1.4299
H 2.1733 1.3829 -0.0866
H 0.2433 0.5042 -2.4166
N -0.6352 -0.3677 -1.2541
O -1.1124 0.3607 1.1300
O 0.9552 1.4925 -1.7712

***

3.
Molecular formula: C6H10P2
Method: DFT, wB97M-V/def2-TZVPD

Computed properties:
M = 144.1 g mol⁻¹
Total energy = -24958.110 eV
ΔE to the lowest compared entry with this formula, charge and spin = 1.410 eV
HOMO energy (alpha / beta) = -7.7409 / -7.6968 eV

Atoms and positions in Å:
C 0.5930 -0.5628 1.7279
C 0.4666 -1.8815 1.6027
C 1.2522 0.3588 0.7606
C 0.2454 1.2196 -0.0275
C -0.8621 0.4291 -0.6098
C -1.4802 0.8295 -1.8934
P 1.0705 -2.9715 0.2774
P 0.5752 -2.0876 -1.4578
H 0.1892 -0.0961 2.6198
H -0.0153 -2.4429 2.3941
H 1.9309 1.0196 1.3056
H 1.8312 -0.2216 0.0399
H -0.1766 1.9707 0.6566
H 0.7840 1.7512 -0.8133
H -1.4563 -0.1400 0.0896
H -2.1951 1.6460 -1.7341
H -2.0242 -0.0008 -2.3398
H -0.7285 1.1804 -2.5985

***

4.
Molecular formula: CH2I3P
Method: DFT, wB97M-V/def2-TZVPD

Computed properties:
M = 425.7 g mol⁻¹
Total energy = -34657.000 eV
ΔE to the lowest compared entry with this formula, charge and spin = 1.989 eV
HOMO energy (alpha / beta) = -8.1929 / -9.7570 eV

Atoms and positions in Å:
C -0.9333 -0.8939 -0.1339
P 0.3254 0.3522 -0.0517
I -2.9666 -0.3370 -0.0599
I 2.9399 2.4853 -0.3135
I -0.3492 -2.5635 -1.2127
H 1.2853 -0.0376 0.8756
H -0.3015 0.9946 0.8961

***

5.
Molecular formula: C5H8O
Method: DFT, wB97M-V/def2-TZVPD

Computed properties:
M = 84.1 g mol⁻¹
Total energy = -7354.784 eV
ΔE to the lowest compared entry with this formula, charge and spin = 1.627 eV
HOMO energy (alpha / beta) = -4.4279 / -10.6977 eV
Spin multiplicity = 3

Atoms and positions in Å:
C 1.1120 0.5854 0.1274
C 0.0282 -0.1857 -0.0301
C 2.1006 1.6324 0.3437
C 0.1727 -1.5870 -0.4032
C -1.3813 0.3037 0.0529
O 2.5237 0.2555 0.1264
H 2.4432 2.3607 -0.4154
H 2.0688 1.9317 1.4425
H -0.5708 -1.9446 -1.2241
H 1.2604 -1.8822 -0.6391
H -0.0343 -1.9813 0.6225
H -1.7570 0.6463 -1.0193
H -2.2216 -0.3202 0.4300
H -1.4616 1.3653 0.5725

***

6.
Molecular formula: C16H26NO2
Method: DFT, wB97M-V/def2-TZVPD

Computed properties:
M = 264.4 g mol⁻¹
Total energy = -22592.891 eV
SMILES string = CCOc1ccc(OCCCC[NH+]2CCCC2)cc1
ΔE to the lowest compared entry with this formula, charge and spin = 1.267 eV
Total charge = +1
HOMO energy = -11.1180 eV

Atoms and positions in Å:
C 5.5480 -2.3541 0.0823
C 4.4119 -3.1844 0.6682
O 3.4595 -2.3901 1.3605
C 2.5491 -1.6669 0.6867
C 1.7185 -0.8642 1.4789
C 0.7329 -0.0894 0.9104
C 0.5501 -0.1085 -0.4662
O -0.4806 0.6460 -1.0510
C -0.0941 1.9564 -1.4733
C -1.0921 2.4927 -2.5042
C -2.5618 2.1458 -2.2347
C -3.0459 2.4745 -0.8227
N -2.7434 1.3758 0.1189
C -3.6844 0.2363 0.0948
C -3.2339 -0.5856 1.2943
C -2.8778 0.4784 2.3449
C -2.6970 1.7768 1.5432
C 1.3653 -0.8927 -1.2634
C 2.3589 -1.6682 -0.6957
H 6.0355 -1.7875 0.8714
H 6.2782 -3.0131 -0.3780
H 5.1828 -1.6559 -0.6671
H 3.9206 -3.7870 -0.1042
H 4.8018 -3.8582 1.4349
H 1.8749 -0.8680 2.5453
H 0.1115 0.5331 1.5377
H 0.9045 1.9192 -1.9173
H -0.0409 2.6167 -0.5953
H -0.9678 3.5752 -2.5486
H -0.8399 2.0907 -3.4852
H -2.7231 1.0869 -2.4379
H -3.1662 2.7054 -2.9485
H -2.5551 3.3832 -0.4675
H -4.1251 2.6448 -0.8157
H -1.8006 0.9825 -0.1831
H -3.6228 -0.3068 -0.8460
H -4.7012 0.6115 0.2323
H -4.0096 -1.2635 1.6391
H -2.3567 -1.1782 1.0329
H -1.9755 0.2053 2.8873
H -3.6770 0.5924 3.0739
H -1.7598 2.2884 1.7616
H -3.5197 2.4692 1.7332
H 1.2169 -0.8993 -2.3325
H 2.9744 -2.2710 -1.3428